[1]
The following is a quantum chemistry calculation of 2 unconnected molecules or ions with the total composition C23H38ClN2O3P, from OMol25.

XYZ file:
```
68
Properties=species:S:1:pos:R:3:lowdin_charge:R:1
C 3.19867 1.45877 4.03902 -0.0477
C 2.42294 0.52428 3.12523 -0.3188
O 3.26385 0.14497 2.05733 -0.2128
C 2.67904 -0.88502 1.27937 -0.3708
P 3.04362 -2.64707 2.00637 0.8696
C 1.29312 -3.22253 1.63503 -0.2419
C 0.19680 -2.54096 2.41864 -0.2011
O -1.04919 -2.82645 1.71192 -0.0022
C -1.87389 -1.77943 1.61523 -0.5672
O -2.22665 -1.42628 0.55107 0.1253
C -2.39024 -1.11151 2.86575 -0.1343
C -3.10404 -2.16783 3.74229 -0.0522
C 3.56621 -4.35199 2.65882 -0.4081
C 2.85757 -4.86907 3.90893 -0.7586
C 2.52805 -3.82854 4.96690 -0.1591
Cl 3.98751 -6.04436 4.71851 0.5978
H 2.80609 1.37811 5.04050 0.0777
H 3.11613 2.47109 3.66571 0.0717
H 4.24096 1.17547 4.00746 0.0854
H 1.48160 0.96246 2.76838 0.0991
H 2.17062 -0.36945 3.70790 0.0934
H 3.17357 -0.82538 0.31362 0.0779
H 1.61419 -0.67192 1.09360 0.0543
H 3.49990 -2.00522 3.19338 0.0469
H 4.00383 -2.82078 0.96474 0.0490
H 1.11422 -2.98020 0.59146 0.0980
H 1.15252 -4.29019 1.72244 0.0906
H 0.32238 -1.46752 2.50609 0.0888
H 0.09146 -2.96166 3.41210 0.1227
H -1.54709 -0.66243 3.38188 0.1074
H -3.10741 -0.37706 2.55889 0.1050
H -3.07917 -3.15310 3.29483 0.0815
H -4.14174 -1.90373 3.87621 0.0764
H -2.64493 -2.25782 4.71612 0.0769
H 3.33528 -5.05224 1.85781 0.0750
H 4.64116 -4.39211 2.76666 0.0623
H 1.98764 -5.46124 3.67759 0.0823
H 1.99977 -2.96402 4.58267 0.0332
H 3.44932 -3.46608 5.40503 0.0758
H 1.98362 -4.31602 5.76466 0.0779
C -3.10692 3.71655 -8.95949 0.0574
N -2.73022 3.44168 -7.54969 -0.0720
C -1.54497 2.86434 -7.29377 0.0250
C -1.14226 2.62573 -6.00126 0.0606
C -1.96553 2.99071 -4.93851 -0.1244
C -3.19573 3.56848 -5.23732 0.0589
C -3.55613 3.78214 -6.54902 0.0312
C -1.54494 2.79466 -3.52828 -0.1275
C -1.47267 3.87549 -2.65317 0.0557
C -1.12501 3.67229 -1.33700 0.0313
N -0.85699 2.43830 -0.88489 -0.0617
C -0.89157 1.38036 -1.70899 0.0356
C -1.23186 1.53233 -3.03321 0.0650
C -0.53957 2.20679 0.54381 0.0582
H -3.08026 2.78084 -9.51193 0.1181
H -2.39254 4.42684 -9.36868 0.1193
H -4.10622 4.13708 -8.99080 0.1073
H -0.92832 2.60977 -8.14478 0.1616
H -0.17415 2.17331 -5.83235 0.1459
H -3.88595 3.85311 -4.45445 0.1458
H -4.50207 4.23137 -6.81511 0.1565
H -1.68359 4.88266 -2.98688 0.1443
H -1.06646 4.48622 -0.62887 0.1561
H -0.65881 0.41431 -1.27815 0.1558
H -1.26961 0.65463 -3.66460 0.1467
H 0.42546 1.70765 0.60864 0.1013
H -1.32581 1.57981 0.96120 0.1118
H -0.50462 3.15663 1.06736 0.1092
```

Output
Spin multiplicity   1
F_max   3.4 eV Å⁻¹
Electronic energy   -55383.6380 eV
Net charge   +2
Frontier orbital gap   3.937 eV

***

[2]
The following is a quantum chemistry calculation of a molecular structure, C23H38F13LiN5O3P2, from OMol25.

XYZ file:
```
85
Properties=species:S:1:pos:R:3:lowdin_charge:R:1
Li 1.94140 -0.51521 -0.71300 0.6651
P -0.70094 0.10340 0.14419 0.2520
F -0.85343 1.54127 -0.63165 -0.1543
F -1.31810 0.66962 1.56333 -0.1446
F -2.16829 -0.50268 -0.30632 -0.1614
F -0.32454 -1.31162 0.82947 -0.1620
F -0.17272 -0.60650 -1.19317 -0.1980
F 0.81306 0.63926 0.52510 -0.2100
P 4.21004 0.42575 0.73942 0.1606
F 4.74582 -0.79480 -0.18125 -0.1707
F 5.14742 -0.14395 1.95304 -0.1679
F 5.29520 1.45951 0.12517 -0.1400
F 3.65223 1.56495 1.78001 -0.1562
F 3.20845 0.87051 -0.40279 -0.1927
F 3.09663 -0.64000 1.28230 -0.2174
C -2.80965 -2.71071 2.42588 -0.1115
C -1.68306 -3.64714 2.04946 -0.2717
C -0.36589 -3.58857 2.87014 -0.1584
C -0.62978 -3.40137 4.32130 -0.2396
N -0.80962 -3.35455 5.43599 0.1519
H -2.46625 -1.68600 2.56784 0.0720
H -3.21872 -3.12847 3.34579 0.0692
H -3.69134 -2.70040 1.78507 0.0768
H -1.51006 -3.46012 0.98966 0.0771
H -2.13600 -4.63840 2.06808 0.1019
H 0.28070 -2.78595 2.51542 0.0851
H 0.19462 -4.49962 2.66056 0.1086
C -2.74856 6.22146 1.81092 -0.1179
C -2.40029 4.78303 1.34552 -0.2413
C -1.85315 3.86807 2.47612 -0.1898
C -2.68945 3.83165 3.69497 -0.2497
N -3.26143 3.88148 4.70982 0.1262
H -3.43021 6.25716 2.66073 0.0609
H -3.24999 6.71084 0.97594 0.0608
H -1.90560 6.83357 2.13158 0.0674
H -1.67952 4.83034 0.52922 0.0995
H -3.31279 4.38362 0.90289 0.1020
H -0.82369 4.15370 2.69227 0.1185
H -1.76441 2.86429 2.06063 0.0802
C 2.42659 -0.20348 5.78346 -0.1064
C 2.42230 0.04696 4.26233 -0.2191
C 0.94811 0.07366 3.73836 -0.1714
C 0.07496 1.09912 4.38166 -0.1972
N -0.63221 1.83426 4.94895 0.1503
H 1.84106 -1.08615 6.04066 0.0648
H 1.95349 0.63822 6.28924 0.0626
H 3.38515 -0.35402 6.28005 0.0619
H 2.90977 -0.75793 3.71223 0.0925
H 2.89320 0.98568 3.97052 0.0985
H 0.35474 -0.84053 3.75487 0.0888
H 1.00176 0.33649 2.68189 0.0690
C -0.49194 -3.77146 -2.70349 -0.0788
C 0.48300 -5.03538 -2.57834 -0.2185
C 1.07216 -4.98876 -1.22136 -0.2015
C 1.64813 -3.69987 -0.67572 -0.1224
N 2.08230 -2.67394 -0.33114 0.1550
H -0.00887 -2.84800 -3.02278 0.0573
H -0.97131 -3.63710 -1.73381 0.0716
H -1.26258 -4.03120 -3.42927 0.0707
H 1.17586 -5.11231 -3.41627 0.1134
H -0.19655 -5.88552 -2.63798 0.1094
H 1.82416 -5.77778 -1.21500 0.1174
H 0.40400 -5.31714 -0.42521 0.1164
C 1.08927 2.68695 -2.98687 -0.0701
C 0.56323 2.91474 -4.48427 -0.2222
C 1.48089 3.87966 -5.29390 -0.1781
C 2.85994 3.32796 -5.33472 -0.2403
N 3.88488 2.85814 -5.33660 0.1499
H 1.08546 3.56050 -2.33495 0.0780
H 2.12840 2.35905 -3.01504 0.0601
H 0.48649 1.91596 -2.50691 0.0284
H -0.49152 3.18923 -4.50045 0.1006
H 0.56141 1.95111 -4.99372 0.0887
H 1.42909 4.87598 -4.85487 0.1110
H 1.05424 4.03490 -6.28484 0.1072
C -1.34586 -0.30366 -4.08483 -0.0662
C -2.53775 -1.09745 -3.74117 -0.3134
O -2.77694 -1.75466 -4.96921 0.1465
C -2.03643 -1.26096 -5.96233 -0.6045
O -2.18899 -1.53516 -7.14023 0.1370
O -1.30407 -0.32172 -5.50625 0.1308
F -3.56052 -0.23023 -3.59848 0.0798
H -0.54107 -0.86959 -3.61563 0.1116
H -1.34591 0.69332 -3.64424 0.1421
H -2.43964 -1.64532 -2.80400 0.1578
```

Output
Spin multiplicity   1
F_max   4.2 eV Å⁻¹
Electronic energy   -92186.2586 eV
Net charge   -1
Frontier orbital gap   10.178 eV

***

[3]
The following is a quantum chemistry calculation of a molecular structure, C23H38N4O3ReS6Sb, from OMol25.

XYZ file:
```
76
Properties=species:S:1:pos:R:3:lowdin_spin:R:1
Re 0.96322 0.02063 0.24512 2.3487
C 3.59509 -2.53827 2.31640 0.0005
C 2.46205 -1.56980 2.20547 0.0210
O 1.97086 -1.50832 1.01308 0.1007
C 2.01487 -0.84761 3.29246 0.0384
C 0.83733 -0.05645 3.30504 0.0281
C 0.22026 0.32317 4.61788 0.0024
N 0.23671 0.27282 2.19247 0.0192
N -1.08264 0.74005 2.26194 0.0266
C -1.68408 0.37966 1.16389 0.0016
O -1.10749 -0.25802 0.19274 0.0830
C -3.11648 0.73827 0.98932 -0.0004
C -3.78629 1.50311 1.94288 -0.0015
C -5.11485 1.84813 1.75065 0.0004
C -5.78599 1.42752 0.60794 -0.0016
C -5.12118 0.66304 -0.34016 0.0005
C -3.78856 0.32088 -0.15390 -0.0008
H 3.24560 -3.52278 1.99774 0.0005
H 3.99263 -2.59525 3.32764 -0.0002
H 4.37314 -2.22434 1.61536 0.0004
H 2.51307 -1.01537 4.23617 0.0025
H 0.92055 0.13654 5.42976 0.0001
H -0.68559 -0.26187 4.78473 0.0013
H -0.07804 1.37108 4.60775 0.0004
H -3.24939 1.81413 2.82987 0.0000
H -5.62975 2.44393 2.49429 0.0001
H -6.82530 1.69506 0.46018 -0.0001
H -5.64132 0.33305 -1.23059 0.0001
H -3.24899 -0.26813 -0.88354 0.0001
S 5.33632 -1.06072 -1.13467 0.0301
Sb 3.83490 0.59868 -1.44036 0.0418
S 1.67404 -0.34711 -2.01113 0.0916
S 2.91894 1.31896 0.67622 0.0609
S 4.28821 2.41087 -2.71785 0.0469
C 0.47722 5.01682 -3.32911 0.0002
C 0.84243 3.75629 -2.55327 0.0013
C 1.34495 4.06858 -1.13997 0.0023
S 0.44879 3.20606 0.16013 0.0077
O 0.10754 1.84187 -0.44691 0.0324
C -1.15217 4.02177 0.03836 0.0007
C -1.22383 5.31449 0.84552 -0.0001
C -1.01479 5.09992 2.34302 0.0002
H 0.11067 4.76967 -4.32689 0.0000
H 1.34487 5.67050 -3.44735 0.0000
H -0.30304 5.59233 -2.82076 0.0000
H 1.63610 3.20896 -3.06221 0.0003
H -0.00363 3.06798 -2.51136 0.0008
H 1.25154 5.13212 -0.89019 0.0002
H 2.38677 3.76861 -1.00456 0.0005
H -1.85281 3.27876 0.42751 0.0000
H -1.37033 4.17208 -1.02094 0.0001
H -2.21318 5.74529 0.67246 0.0000
H -0.50793 6.04489 0.45656 0.0000
H -1.71583 4.35273 2.72418 0.0000
H -1.17030 6.02779 2.89558 0.0000
H -0.00905 4.74125 2.56431 0.0001
C -1.81397 -6.31934 -1.75157 0.0000
C -0.58572 -6.52042 -0.87424 0.0002
N 0.51301 -5.63667 -1.22202 0.0001
C 0.59088 -4.34167 -0.80652 0.0003
S -0.44269 -3.66072 0.33591 0.0059
N 1.58787 -3.61735 -1.32687 0.0005
C 2.66053 -4.06914 -2.19277 0.0009
C 2.27365 -4.09088 -3.66841 0.0003
H -2.63614 -6.95742 -1.41790 0.0000
H -1.59782 -6.56254 -2.79506 0.0000
H -2.13923 -5.28049 -1.69199 0.0000
H -0.21675 -7.54532 -0.95396 0.0000
H -0.83416 -6.33198 0.16776 0.0001
H 1.06063 -5.88943 -2.02707 0.0000
H 1.68007 -2.68100 -0.95997 0.0011
H 3.02354 -5.04772 -1.86081 0.0000
H 3.48313 -3.36828 -2.04171 0.0005
H 1.41280 -4.73704 -3.86143 0.0000
H 3.10777 -4.44288 -4.27929 0.0000
H 2.00679 -3.08404 -3.99100 0.0002
```

Output
Spin multiplicity   4
F_max   1.1 eV Å⁻¹
Energy relative to the best compared isomer or geometry (same formula, charge and spin)   28.6 kJ/mol
Electronic energy   -110255.5906 eV
Net charge   -1
Frontier orbital gap (spin up / spin down)   6.717 / 6.842 eV

***

Q: Among the records above, which one has the highest spin multiplicity?
A: C23H38N4O3ReS6Sb

***

Q: net charge of number 1 (C23H38ClN2O3P)?
A: +2